Formula: C62H54FGeIrN2OP3S
Source: the Open Molecules 2025 dataset
Level of theory: ωB97M-V/def2-TZVPD

Geometry (Å):
H  0.45834  4.19899  0.60776
Ir  -0.23663  0.52798  0.00988
C  0.68103  5.37020  2.37625
C  2.28688  -1.10571  4.17214
C  1.59125  4.23408  4.28154
C  0.23194  1.38245  -3.59710
C  -3.39396  1.55638  -1.43002
C  -1.42178  5.60621  -2.00603
H  -0.95998  1.65285  4.34369
C  -2.41632  1.21516  -2.36808
H  2.87948  1.07136  -6.43723
H  5.40913  2.37183  -2.86546
C  -1.43970  -6.51910  -0.52806
C  1.64043  0.03474  -5.03146
H  5.20894  4.08167  -1.09157
C  -0.55698  3.36557  -1.79312
N  0.76476  -1.78331  -2.60760
C  4.58925  3.19437  -1.06526
H  4.05298  0.30982  -2.75997
C  1.73575  3.07693  3.52701
C  1.63543  -0.33718  3.21828
Ge  1.78382  -0.69739  -1.01607
H  -3.79634  -2.02423  5.66887
H  -0.33075  -4.87632  -3.22226
H  1.70830  -1.68760  4.87883
C  -2.13161  2.69755  2.07515
H  3.96587  -1.89386  0.22165
H  0.08249  -5.02761  -0.59481
H  -3.10277  3.08234  2.39521
C  -1.96321  1.24158  2.49126
H  -4.36125  -6.24491  1.15267
C  -1.18599  -2.70294  3.62430
H  4.53466  -3.75239  1.70594
C  1.84319  -2.11925  0.39102
C  1.17413  -4.00775  1.77106
C  0.92978  5.26487  -1.66104
H  -2.04970  2.79771  0.99394
H  -1.82139  0.10377  4.32587
C  0.13815  -1.18823  -3.61332
H  -2.54614  -4.48612  -4.57805
S  -1.56511  -1.46499  -0.65215
H  -1.50085  -2.94411  5.72778
H  0.30947  3.48693  -4.05225
F  3.08920  -1.54062  -1.98098
H  0.01207  7.19495  -1.87408
H  1.99556  -0.94783  -5.31824
H  -2.85605  0.69093  2.16011
C  -2.86796  -4.71843  1.02823
H  2.15107  2.19584  3.99464
C  0.66993  0.13626  -4.03620
C  -1.97487  -3.73346  -5.12042
C  0.82977  -2.90435  0.97626
O  -0.80468  0.64571  1.94862
C  -1.86532  1.14398  4.00391
H  -3.42538  -1.38822  1.45010
C  1.59826  2.39918  -5.33199
C  -5.09907  0.62985  -2.84506
C  2.86748  1.88982  -0.02475
H  0.96842  6.28656  4.29684
C  2.12443  1.16284  -5.66800
C  -2.79501  0.56030  -3.53575
P  1.55552  1.56348  1.15542
H  -1.46414  -4.23346  -5.94628
H  -1.35535  3.31364  2.52343
C  4.41313  -0.35358  3.34746
H  2.73430  -5.16467  2.66816
C  0.81076  4.21122  1.62949
H  0.55449  -0.30325  3.16752
C  2.37894  0.42793  2.31996
H  -3.11575  2.03666  -0.50430
H  -6.14204  0.41572  -3.03865
H  -0.87086  -7.22452  -1.12024
H  5.49444  -0.35176  3.39818
C  3.67422  -1.11481  4.23920
H  1.21712  -3.56911  -1.70784
C  -1.62616  4.23117  -2.00087
H  4.35809  1.00578  1.69882
C  3.16754  -2.46611  0.67663
H  -2.64530  -2.98674  -5.53811
H  -4.75261  -1.23612  3.52978
H  -3.43434  -4.03304  1.64193
C  0.72145  3.89701  -1.62278
C  0.62683  -3.10448  -2.48687
C  3.67245  3.02241  -0.03718
C  -0.14603  6.12473  -1.84393
C  -0.96417  -3.07977  -4.23502
H  -3.09931  -7.84913  -0.24174
C  -4.72732  1.27415  -1.67172
C  3.00572  0.89075  -0.97994
C  -3.00817  -1.72800  2.38999
H  -4.41634  -0.24103  -4.68076
N  -0.75675  -1.77031  -4.39522
H  -0.18856  -3.11674  3.66227
C  3.76956  0.41265  2.38670
C  3.49513  -3.52567  1.50588
H  4.17836  -1.71065  4.98959
C  -3.21524  -2.08950  4.75829
H  3.57225  3.77364  0.73787
P  -0.96272  -2.67552  0.82626
C  1.35379  3.05639  2.18655
C  4.70779  2.22902  -2.05298
C  3.93491  1.07231  -2.00454
C  0.67376  2.50466  -4.30511
H  1.93203  5.65691  -1.54167
H  1.56557  3.23121  -1.50916
C  2.49358  -4.31337  2.04497
C  -3.39558  -5.97143  0.74890
C  -1.72692  -2.26876  2.41628
C  -0.21283  -3.80703  -3.31553
H  -5.47655  1.55360  -0.94250
C  -2.68784  -6.87051  -0.03250
C  -1.92620  -2.60388  4.79255
C  1.07284  5.38463  3.70799
C  -1.62329  -4.35041  0.52062
H  -2.62020  3.84562  -2.17959
H  1.92512  3.29369  -5.84550
H  -2.05977  0.28335  -4.27607
H  0.26000  6.25717  1.92036
H  -2.72836  1.61769  4.47750
H  -2.26242  6.26997  -2.15956
H  1.89093  4.23204  5.32142
H  0.39751  -4.64956  2.16762
C  -0.91168  -5.26936  -0.24983
C  -4.13248  0.26832  -3.76887
P  -0.67370  1.55701  -1.99339
C  -3.75200  -1.64791  3.55822

The multiplicity is 1. The value obtained for the frontier orbital gap is 7.09 eV. Its charge is +1. As for the total energy: -170971.523 eV. Its max |F| is 0.979 eV/A.